Record 1
92
Properties=species:S:1:pos:R:3:forces:R:3:mulliken_spin:R:1 method="wB97M-V/def2-TZVPD" total_charge=+2 homo_ev="-12.8 / -12.7" fmax_ha_per_bohr=0.06329 e_lumo_ev="-7.21 / -7.18" gap_ha="0.2047 / 0.2023" e_tot_ev=-92880.9896 spin_multiplicity=2 relative_energy_kj_mol=258.4
Ru 0.361108 0.433763 -3.204228 -2.33 -1.47 0.61 0.973
S -0.070392 0.606763 -5.656128 0.58 -0.32 -0.13 0.037
S 1.178008 2.668763 -1.692528 0.11 0.10 -2.66 0.038
S -0.999492 -1.679137 -3.147328 1.34 1.32 -0.52 -0.027
S 2.566008 -0.497637 -3.130128 -1.09 0.60 -0.04 -0.029
O 0.300208 2.931963 -3.289128 0.22 -0.72 2.45 -0.003
N -1.550592 0.652063 0.271072 1.56 -1.04 -1.09 -0.011
N -0.486692 0.985063 -0.464628 -0.77 2.91 1.24 0.031
N -2.563292 0.949663 -4.765628 -0.67 -0.06 -0.03 0.009
N 2.029908 0.329663 0.636172 0.10 0.46 1.30 0.002
N -2.072092 1.324663 -3.508128 0.76 0.00 0.32 -0.011
N 1.859008 0.038763 -0.635128 0.40 -0.18 -0.36 -0.027
N -2.306092 0.363163 -6.972528 -0.35 0.01 0.03 0.012
N -0.125192 -1.519437 -0.668228 -0.37 -0.65 -0.70 0.003
N -0.002392 -1.892237 0.594872 0.13 -0.03 1.02 0.001
C -1.931692 2.943363 0.785872 0.09 -1.02 -0.07 0.013
C 4.218408 -0.067737 -1.002228 -0.14 0.09 0.79 0.007
C -1.280392 -4.633737 -2.386728 -0.06 -0.08 -0.13 -0.002
C -3.405292 -0.438437 1.803972 0.02 0.25 -0.06 0.000
C -4.726392 1.531863 1.004972 0.18 0.00 -0.01 0.001
C -0.389392 -3.461537 2.428172 0.04 0.04 0.24 0.000
C 4.372908 0.240763 0.326572 -0.22 -0.16 -0.69 -0.003
C 0.954008 3.790463 -4.193028 0.79 0.88 -0.38 -0.002
C -0.868492 -3.695537 -1.315428 0.09 0.03 0.66 0.004
C 1.968808 0.947163 3.229772 0.21 -0.09 -0.06 0.001
C -0.707392 -4.069237 -0.008228 -0.02 0.44 -0.53 -0.002
C -1.756192 0.630163 -5.792528 0.43 0.21 0.25 0.005
C -3.431792 1.085063 1.696372 -0.24 -0.25 0.11 -0.007
C 4.122108 2.110263 2.735372 -0.11 -0.17 0.02 0.000
C -0.332692 -3.105137 0.960772 -0.02 -0.02 -0.37 -0.001
C -0.516192 4.766163 -0.194528 -0.02 0.17 0.04 0.005
C -1.867092 -3.732437 2.758972 0.17 0.04 0.02 0.000
C -2.253592 1.559363 0.882072 -0.43 1.85 0.26 0.009
C 0.133808 -2.309437 3.279572 -0.12 -0.16 -0.14 0.000
C 4.126908 -0.333037 3.302872 -0.14 0.12 -0.05 0.000
C -3.360592 1.704463 3.098372 0.08 0.00 -0.14 0.001
C -0.622692 -2.329537 -1.620928 0.13 0.32 0.41 0.009
C 3.352108 0.790363 2.600672 0.01 0.12 0.21 -0.001
C 5.350008 -0.260837 -1.941528 0.16 -0.02 -0.07 -0.005
C -0.866992 3.333363 0.006272 0.04 -0.23 -0.27 -0.035
C -0.138792 2.323863 -0.658528 -1.53 -1.45 0.85 0.071
C 0.431608 -4.723237 2.722872 -0.05 0.17 -0.08 0.000
C 3.232508 0.442263 1.139072 -0.23 -0.08 -0.21 0.002
C 2.883708 -0.163737 -1.484428 -0.28 -0.29 -0.23 -0.028
B 0.358508 -0.100337 -1.026428 1.23 -1.20 -2.22 -0.039
H 0.559108 4.900263 -0.276928 0.02 0.09 0.02 -0.004
H -0.335492 -1.375437 2.984372 0.01 0.15 0.05 0.000
H -1.967792 -3.951437 3.817872 -0.01 -0.06 0.14 0.000
H 1.437808 1.782963 2.782372 -0.13 0.14 -0.04 0.000
H -4.839192 1.046263 0.037772 -0.03 -0.03 -0.13 0.000
H 4.203908 2.366963 3.787572 0.05 0.08 0.12 0.000
H -2.485492 -2.870937 2.529772 -0.10 0.10 -0.01 0.000
H -2.054692 2.343863 -3.402528 -0.06 -0.35 -0.18 0.001
H -0.969392 5.127163 -1.118328 0.02 0.06 -0.06 0.000
H 4.173508 -0.131937 4.368972 0.03 0.02 0.14 0.000
H 5.125708 2.037763 2.327972 0.18 0.02 -0.05 0.000
H -4.749392 2.609763 0.864372 -0.07 0.15 -0.03 0.000
H 0.187608 4.199563 -4.854128 0.04 -0.11 0.04 -0.001
H -0.893992 5.374063 0.622472 -0.02 0.03 0.04 0.000
H 1.460808 -4.606137 2.393072 0.15 0.00 -0.02 0.000
H -2.184692 -4.273837 -2.873728 -0.11 -0.06 -0.07 0.001
H -3.579792 2.767963 3.074472 -0.01 0.16 0.06 0.000
H 1.379608 0.050863 3.078872 -0.13 -0.08 0.03 0.000
H 3.597908 2.915563 2.226072 -0.05 0.14 -0.06 0.000
H 2.068308 1.127963 4.296272 0.05 0.05 0.12 0.000
H -2.518492 3.677263 1.312072 -0.08 0.09 0.10 0.000
H 5.361808 0.343663 0.742472 0.14 0.03 0.07 0.000
H 0.013008 -5.607237 2.250172 -0.03 -0.12 -0.06 0.000
H -5.573992 1.251963 1.622772 -0.13 -0.02 0.06 0.000
H -1.458492 -5.623637 -1.979028 -0.03 -0.08 -0.03 0.000
H -0.876292 -5.092337 0.286272 -0.04 -0.13 0.03 0.000
H -3.302992 0.359863 -7.133728 0.09 0.05 0.03 -0.001
H -0.073592 -2.491437 4.329772 -0.02 -0.08 0.13 0.000
H -2.251392 -4.582937 2.203772 -0.07 -0.15 -0.08 0.000
H 1.208608 -2.218937 3.153272 0.16 0.15 -0.01 0.000
H -0.507492 -4.690137 -3.152828 0.02 -0.03 -0.06 0.000
H -4.241292 -0.784237 2.405072 -0.08 0.00 0.09 0.000
H -3.565092 1.001863 -4.922428 0.23 0.04 0.11 0.000
H 5.230608 0.395963 -2.801728 0.05 0.04 -0.08 0.001
H 6.298308 -0.048437 -1.458228 0.07 -0.02 0.03 -0.001
H -2.473292 -0.748337 2.266472 0.07 -0.17 0.07 0.000
H -2.378192 1.560563 3.543472 0.08 -0.04 0.10 0.000
H 1.425408 4.616763 -3.657328 -0.01 0.07 -0.11 -0.001
H 5.365808 -1.280637 -2.326728 0.01 -0.05 -0.01 0.001
H 5.145108 -0.405837 2.932472 0.16 -0.05 -0.03 0.000
H 0.437108 -4.896937 3.795572 0.00 -0.06 0.11 0.000
H -1.704692 0.136463 -7.749828 0.01 -0.03 0.12 0.000
H -3.471292 -0.893637 0.818872 0.01 -0.15 -0.04 0.000
H 3.637208 -1.292637 3.157172 -0.06 -0.15 0.01 0.000
H -2.636892 0.907063 -2.766428 0.14 -0.07 -0.38 -0.001
H -4.100092 1.231063 3.738072 -0.07 -0.03 0.06 0.000
H 1.708508 3.262763 -4.782528 -0.10 0.00 0.08 0.004



Record 2
103
Properties=species:S:1:pos:R:3:forces:R:3:mulliken_spin:R:1 method="wB97M-V/def2-TZVPD" homo_ev="-6.8 / -7.0" fmax_ha_per_bohr=0.01329 e_lumo_ev="-0.02 / -0.16" gap_ha="0.2476 / 0.2505" e_tot_ev=-145747.6105 spin_multiplicity=4 relative_energy_kj_mol=86.9
Ge 3.102452 -2.088435 -1.202721 0.28 0.05 -0.07 0.015
Cr 0.408409 0.030505 0.543696 0.50 -0.03 0.10 3.108
O -1.694857 3.472529 1.542640 0.03 0.06 0.01 0.021
O 3.068558 -0.823908 6.265723 -0.02 -0.01 0.12 0.000
O -1.944485 -2.525879 -1.753164 -0.06 0.02 -0.06 0.000
N 0.265270 0.305814 -1.471917 -0.22 0.14 -0.63 -0.063
N 0.427711 -0.563332 2.583289 -0.02 -0.07 0.29 -0.119
N -1.126775 -1.148212 0.116418 -0.09 -0.34 0.10 0.035
N -1.116684 1.288557 0.986305 -0.04 0.18 0.00 -0.067
N -1.654663 -4.880135 -1.435239 0.06 -0.03 0.03 0.001
N 1.451049 1.927902 0.979251 -0.09 0.27 0.03 -0.056
N -0.021927 -2.985593 -1.066417 -0.02 -0.01 -0.01 0.012
N 2.526225 1.357266 6.031356 -0.06 0.05 -0.04 0.000
N -0.546456 -3.892128 -3.203510 -0.03 0.00 -0.05 -0.001
C -0.902837 2.575668 1.254328 -0.07 -0.11 0.01 0.009
C -1.031727 -3.694726 -1.881246 0.03 0.00 0.01 0.000
C -2.396300 0.711888 0.921861 -0.05 -0.07 0.00 0.048
C 3.629098 1.732070 6.914725 0.05 0.00 -0.01 0.000
C 0.655418 1.361685 -2.184762 0.12 0.00 0.03 0.021
C 4.991197 1.648455 6.238551 -0.06 -0.02 0.01 0.000
C -4.786722 0.617304 1.179075 0.02 -0.03 -0.02 0.007
C 2.257917 3.297792 4.500355 -0.03 -0.03 0.05 0.001
C -0.434258 0.546269 -4.134696 0.01 -0.04 0.08 0.009
C -0.905837 -1.789716 -1.130970 0.05 0.17 0.01 -0.100
C -3.587767 1.302211 1.333136 -0.02 0.05 0.00 -0.005
C 2.571726 -1.844482 -3.089754 -0.05 0.01 0.08 0.006
C -1.604238 -5.262584 -0.029607 -0.02 0.03 -0.02 0.001
C -2.390754 -0.592663 0.380786 -0.09 0.17 0.04 0.031
C 3.239898 -4.024074 -0.861486 -0.10 0.13 0.05 0.002
C -0.436123 -0.667989 -2.077048 -0.02 -0.07 0.15 0.011
C -1.574526 -4.274097 -4.167151 0.01 0.00 0.03 0.000
C -4.793687 -0.649961 0.620506 -0.02 0.01 0.01 -0.006
C 5.016003 -1.539181 -1.200178 -0.09 -0.03 0.00 -0.005
C 1.631612 2.408937 5.564291 0.01 0.06 -0.01 0.000
C 1.348967 -0.130000 3.452505 0.06 0.10 -0.06 0.053
C 0.947464 4.256869 1.231007 0.03 0.05 0.00 -0.001
C -1.628727 -6.000175 -2.362370 -0.02 0.06 -0.02 0.000
C 2.300202 -0.856033 0.103169 -0.14 -0.39 0.03 -0.108
C -1.163485 -4.109076 0.848057 0.01 -0.01 -0.07 0.006
C 2.285549 4.583750 1.120229 -0.03 -0.06 -0.01 0.007
C -0.599793 -1.272055 3.063486 -0.05 -0.11 -0.02 0.043
C 2.362263 0.040907 5.771307 0.19 -0.08 -0.26 0.001
C -0.741753 -1.569199 4.407827 0.05 -0.02 0.05 -0.001
C -3.607409 -1.259564 0.230532 0.01 -0.04 0.02 0.006
C -0.819573 -0.565396 -3.401498 0.02 0.01 -0.10 -0.004
C 3.206684 3.555463 0.977966 0.00 0.04 0.03 -0.003
C 2.748479 2.253340 0.922450 0.07 -0.09 0.02 0.030
C 0.215584 -1.125320 5.297793 0.00 0.08 -0.10 0.009
C -2.238181 -5.580641 -3.692751 0.03 0.00 0.02 0.000
C 0.132900 -3.545241 0.282374 -0.04 0.06 -0.04 0.014
C 0.567067 2.925230 1.155785 0.03 0.01 -0.01 0.037
C 0.333358 1.521306 -3.519352 0.00 -0.01 -0.05 -0.003
C 1.279494 -0.373807 4.810981 -0.12 -0.07 0.19 -0.005
H 5.590318 -2.168894 -1.883436 0.02 0.01 0.00 0.000
H -2.334631 -3.491023 -4.279936 0.00 0.00 -0.01 0.000
H -3.564476 2.298562 1.745122 -0.01 -0.02 0.00 0.002
H -0.885623 -6.086642 0.093978 0.00 -0.01 0.01 0.000
H 2.392781 -4.573594 -1.267621 -0.03 0.01 -0.01 0.000
H -3.624071 -2.249643 -0.199422 0.00 0.01 0.00 0.001
H -1.002141 -4.473556 1.865038 0.00 -0.01 0.01 0.000
H 1.539615 4.044870 4.162054 0.00 0.01 0.01 0.000
H 3.336695 -4.240461 0.202951 -0.01 -0.03 0.01 0.000
H 3.466802 -1.671321 -3.688323 0.02 -0.01 -0.01 0.000
H -0.009071 -3.086813 -3.494405 0.02 -0.04 0.03 -0.001
H 2.854856 0.021021 -0.252310 -0.04 0.13 0.03 0.004
H -3.308181 -5.423622 -3.555041 -0.01 -0.02 -0.01 0.000
H -1.085393 -4.406662 -5.131738 -0.01 0.00 -0.01 0.000
H 3.610013 1.072188 7.783007 0.00 0.02 0.00 0.000
H 3.135177 3.817596 4.888355 0.01 0.01 -0.01 0.000
H 1.237422 2.109737 -1.660547 -0.03 0.01 0.03 -0.001
H 5.131653 -0.500852 -1.520927 -0.03 0.01 0.00 0.000
H 3.433095 2.750059 7.253602 -0.01 -0.01 0.02 0.000
H -0.605850 -6.368231 -2.514048 0.00 -0.04 0.03 0.000
H 5.452317 -1.634784 -0.203540 -0.01 -0.01 0.01 0.000
H -2.586601 -5.638655 0.272099 0.01 -0.02 0.01 0.000
H 2.793025 -1.140385 1.047879 0.00 0.04 0.02 0.001
H 2.085881 -2.747059 -3.460900 -0.02 -0.01 0.01 0.000
H 0.152442 -1.345099 6.355534 0.00 -0.03 0.00 0.000
H 0.718357 1.954164 5.185609 0.00 0.00 0.00 0.000
H -2.214166 -6.806149 -1.917831 -0.01 0.00 0.00 0.000
H 4.268153 3.749190 0.913818 0.00 0.00 0.00 0.000
H 0.868023 -4.346884 0.221052 0.08 -0.04 0.00 -0.002
H 5.035265 2.298414 5.363850 0.01 0.01 0.00 0.000
H 2.567933 2.705181 3.639511 0.00 0.01 -0.02 0.000
H 2.609318 5.615764 1.155460 0.00 0.01 0.00 0.000
H 5.770862 1.955213 6.936232 0.02 0.00 -0.01 0.000
H 0.659494 2.404821 -4.048892 0.01 0.00 0.00 0.000
H -1.439850 -1.340785 -3.827139 -0.01 0.02 0.01 0.000
H -5.713758 1.081281 1.489747 0.00 0.01 0.01 0.000
H 0.166701 4.991415 1.368752 -0.01 -0.01 0.00 0.000
H 1.350082 3.015682 6.428975 -0.05 -0.03 0.01 0.000
H -1.315710 -1.630972 2.338630 0.00 0.10 -0.05 -0.001
H -2.106819 -6.378548 -4.424867 -0.01 0.00 -0.01 0.000
H 2.175754 0.428781 3.031010 0.00 -0.02 0.01 0.007
H -1.930874 -3.335905 0.880371 0.00 -0.02 0.04 -0.005
H -5.728919 -1.180588 0.491895 0.00 -0.01 0.00 0.000
H -0.736133 0.653028 -5.168182 0.00 0.00 -0.01 0.000
H 1.901619 -0.997437 -3.233802 0.04 -0.01 -0.02 -0.003
H 4.147304 -4.369686 -1.359671 0.00 -0.01 0.00 0.000
H 3.448122 1.433985 0.832099 -0.02 -0.04 -0.04 -0.003
H 0.547117 -2.766374 0.917673 0.06 -0.02 -0.01 0.002
H 5.190702 0.624395 5.927919 0.01 0.01 -0.01 0.000
H -1.594218 -2.146391 4.736006 0.00 -0.01 0.00 0.000



Record 3
7
Properties=species:S:1:pos:R:3:forces:R:3:lowdin_charge:R:1 method="wB97M-V/def2-TZVPD" homo_ev="-10.3 / -10.3" fmax_ha_per_bohr=0.07636 e_lumo_ev="-2.69 / -2.70" gap_ha="0.2781 / 0.2787" e_tot_ev=-7128.7320 spin_multiplicity=1 relative_energy_kj_mol=493.2
O -0.746596 1.258805 0.151231 0.53 -1.03 0.52 -0.042
N -3.064461 1.086787 -0.164485 0.31 3.10 -0.45 0.236
N -3.973988 -1.109741 0.082534 -0.60 -1.44 0.26 0.215
C -3.531266 0.004066 -0.007782 -0.39 -1.57 0.06 -0.467
C -0.108419 0.238172 0.218285 3.06 2.38 -0.62 -0.117
H -0.423052 -0.722944 -0.116704 -0.95 -1.14 0.04 0.060
H 1.065565 0.316743 0.393379 -1.97 -0.29 0.18 0.115